Record 1
Formula: C14H15N3OS
Source: the Open Molecules 2025 dataset
Level of theory: ωB97M-V/def2-TZVPD

The geometry in XYZ format:
```
34
C14H15N3OS ωB97M-V/def2-TZVPD
C 3.716 3.581 2.021
O 4.473 2.848 1.091
C 3.833 1.977 0.264
C 4.647 1.263 -0.618
C 4.084 0.365 -1.497
C 2.716 0.148 -1.524
C 1.903 0.844 -0.642
N 0.509 0.718 -0.610
C -0.302 -0.296 -1.016
S 0.215 -1.765 -1.562
N -1.627 -0.008 -0.932
C -2.676 -0.974 -1.145
C -3.462 -1.248 0.106
C -4.838 -1.445 0.070
C -5.516 -1.696 1.251
C -4.790 -1.730 2.432
N -3.482 -1.546 2.480
C -2.840 -1.320 1.350
C 2.463 1.766 0.245
H 4.433 4.185 2.575
H 3.186 2.922 2.718
H 2.996 4.242 1.525
H 5.711 1.437 -0.590
H 4.715 -0.180 -2.182
H 2.292 -0.553 -2.221
H 0.049 1.477 -0.120
H -1.909 0.872 -0.524
H -3.344 -0.622 -1.939
H -2.182 -1.892 -1.488
H -5.367 -1.403 -0.872
H -6.583 -1.855 1.255
H -5.272 -1.913 3.383
H -1.768 -1.193 1.440
H 1.810 2.306 0.915
```

## Properties
DFT total energy in eV: -32114.3045
E_HOMO in eV: -8.0633
Spin multiplicity: 1
LUMO energy in eV: 0.46
SMILES: COc1cccc(NC(=S)NCc2cccnc2)c1

Atomic partial charges in e from the Mulliken method, atoms 1 to 5: C -0.805; O -0.411; C 0.436; C -0.664; C -0.720

---

Record 2
Formula: C14H15N4NaO3SbSe4
Source: the Open Molecules 2025 dataset
Level of theory: ωB97M-V/def2-TZVPD

The geometry in XYZ format:
```
42
C14H15N4NaO3SbSe4 ωB97M-V/def2-TZVPD
Na -0.470 -0.081 0.564
O -2.179 -1.396 0.306
N -3.279 -0.791 0.371
N -3.214 0.497 0.315
O -2.129 1.218 0.190
C -4.460 1.181 0.402
C -5.667 0.493 0.503
C -6.846 1.212 0.590
C -6.839 2.601 0.576
C -5.631 3.270 0.472
C -4.436 2.570 0.384
H -5.674 -0.585 0.514
H -7.782 0.673 0.669
H -7.767 3.152 0.647
H -5.606 4.352 0.458
H -3.482 3.067 0.301
C 3.123 -0.092 2.956
C 2.055 -0.747 2.120
O 0.867 -0.454 2.268
N 2.489 -1.636 1.216
C 1.655 -2.316 0.245
C 1.723 -1.667 -1.116
C 2.636 -2.109 -2.062
C 2.712 -1.448 -3.276
C 1.860 -0.383 -3.505
C 0.980 -0.013 -2.500
N 0.913 -0.627 -1.324
H 2.705 0.163 3.925
H 3.432 0.834 2.465
H 4.011 -0.713 3.068
H 3.493 -1.764 1.118
H 0.626 -2.356 0.607
H 2.015 -3.344 0.180
H 3.300 -2.928 -1.824
H 3.437 -1.749 -4.021
H 1.878 0.169 -4.434
H 0.303 0.821 -2.640
Se 6.016 0.783 -2.214
Sb 6.075 0.013 0.184
Se 5.806 -2.344 0.395
Se 7.295 1.321 1.694
Se 4.055 1.154 -0.786
```

## Properties
DFT total energy in eV: -299206.9374
Charge: -1
E_HOMO in eV: -5.2511
Spin multiplicity: 1
LUMO energy in eV: 1.82

Atomic partial charges in e from the Mulliken method, atoms 1 to 5: Na 1.119; O -0.636; N -0.259; N 0.820; O -0.984

---

Record 3
Formula: C14H15NO4
Source: the Open Molecules 2025 dataset
Level of theory: ωB97M-V/def2-TZVPD

The geometry in XYZ format:
```
34
C14H15NO4 ωB97M-V/def2-TZVPD
C -5.318 -1.822 0.776
C -4.903 -0.395 0.455
O -3.853 -0.362 -0.521
C -2.610 -0.537 -0.078
O -2.293 -0.686 1.068
C -1.625 -0.518 -1.253
N -0.310 -0.155 -0.823
C 0.736 -0.998 -0.642
C 1.825 -0.314 -0.157
C 3.140 -0.855 0.150
O 4.082 -0.227 0.573
O 3.205 -2.184 -0.102
C 4.453 -2.795 0.176
C 1.413 1.052 -0.008
C 2.050 2.208 0.435
C 1.329 3.382 0.453
C -0.005 3.425 0.042
C -0.657 2.293 -0.403
C 0.065 1.108 -0.425
H -6.156 -1.808 1.467
H -4.491 -2.356 1.238
H -5.615 -2.342 -0.131
H -5.724 0.164 0.000
H -4.558 0.115 1.360
H -1.602 -1.523 -1.687
H -1.995 0.179 -2.011
H 0.657 -2.042 -0.877
H 4.704 -2.686 1.233
H 4.343 -3.845 -0.084
H 5.244 -2.334 -0.420
H 3.079 2.165 0.754
H 1.799 4.293 0.794
H -0.537 4.364 0.075
H -1.690 2.332 -0.714
```

## Properties
DFT total energy in eV: -24442.3319
E_HOMO in eV: -8.1526
Spin multiplicity: 1
LUMO energy in eV: 0.62
SMILES: CCOC(=O)Cn1cc(C(=O)OC)c2ccccc21

Atomic partial charges in e from the Mulliken method, atoms 1 to 5: C -1.103; C -0.241; O -0.317; C 0.821; O -0.541

---

Record 4
Formula: C14H16
Source: the Open Molecules 2025 dataset
Level of theory: ωB97M-V/def2-TZVPD

The geometry in XYZ format:
```
30
C14H16 ωB97M-V/def2-TZVPD
C -1.462 3.272 2.142
C -0.255 2.629 1.767
C 0.373 1.684 2.576
C 1.556 1.109 2.205
C 2.207 1.437 0.974
C 1.596 2.428 0.193
C 0.318 2.944 0.551
H -1.722 4.005 1.320
H -1.339 3.967 3.039
H -2.258 2.507 2.283
H 0.070 1.696 3.652
H 2.123 0.312 2.781
H 3.110 1.072 0.419
H 2.210 2.752 -0.651
H -0.179 3.611 -0.132
C -0.387 -4.483 -2.133
C -0.733 -3.139 -1.754
C -0.393 -2.757 -0.406
C -0.015 -1.495 -0.149
C -0.293 -0.437 -1.094
C -1.069 -0.784 -2.224
C -1.069 -2.151 -2.672
H 0.401 -4.567 -2.897
H -1.312 -5.061 -2.579
H -0.087 -5.121 -1.291
H -0.451 -3.601 0.383
H 0.140 -1.264 0.954
H -0.021 0.594 -0.777
H -1.571 0.026 -2.704
H -1.360 -2.463 -3.657
```

## Properties
DFT total energy in eV: -14775.4576
E_HOMO in eV: -8.4661
Spin multiplicity: 1
LUMO energy in eV: 0.92
SMILES: Cc1ccccc1.Cc1ccccc1

Atomic partial charges in e from the Mulliken method, atoms 1 to 5: C -1.276; C 1.163; C -0.477; C -0.472; C -0.280

---

Record 5
Formula: C14H16
Source: the Open Molecules 2025 dataset
Level of theory: ωB97M-V/def2-TZVPD

The geometry in XYZ format:
```
30
C14H16 ωB97M-V/def2-TZVPD
C -0.594 -2.541 3.424
C -1.240 -2.242 2.077
C -0.915 -3.027 0.978
C -1.511 -2.833 -0.262
C -2.386 -1.766 -0.442
C -2.639 -0.941 0.636
C -2.187 -1.244 1.921
H 0.472 -2.397 3.288
H -1.137 -3.321 3.961
H -0.952 -1.742 4.098
H -0.219 -3.847 1.041
H -1.288 -3.478 -1.102
H -2.640 -1.493 -1.453
H -3.310 -0.099 0.533
H -2.529 -0.594 2.715
C 2.203 1.532 -3.487
C 1.793 1.980 -2.102
C 0.474 2.321 -1.840
C -0.015 2.462 -0.537
C 0.889 2.503 0.508
C 2.249 2.305 0.264
C 2.680 2.044 -1.026
H 1.502 1.868 -4.259
H 2.260 0.450 -3.408
H 3.056 2.107 -3.859
H -0.269 2.324 -2.625
H -1.083 2.407 -0.368
H 0.590 2.718 1.521
H 3.003 2.506 1.013
H 3.744 2.036 -1.206
```

## Properties
DFT total energy in eV: -14776.6746
E_HOMO in eV: -8.9570
Spin multiplicity: 1
LUMO energy in eV: 0.89
SMILES: Cc1ccccc1.Cc1ccccc1

Atomic partial charges in e from the Mulliken method, atoms 1 to 5: C -1.325; C 0.765; C -0.443; C -0.314; C -0.631

---

Record 6
Formula: C14H16
Source: the Open Molecules 2025 dataset
Level of theory: ωB97M-V/def2-TZVPD

The geometry in XYZ format:
```
30
C14H16 ωB97M-V/def2-TZVPD
C -3.513 1.378 3.165
C -2.820 0.361 2.227
C -1.463 0.132 2.398
C -1.028 -0.962 1.769
C -1.834 -1.885 1.057
C -3.148 -1.584 0.969
C -3.701 -0.514 1.675
H -4.123 2.028 2.490
H -2.866 1.746 3.944
H -3.956 0.692 3.906
H -0.784 0.718 2.858
H 0.126 -1.290 1.877
H -1.333 -2.698 0.802
H -3.877 -2.403 0.610
H -4.778 -0.298 1.760
C 3.666 -1.176 -0.913
C 2.916 -0.217 -1.795
C 3.680 0.515 -2.645
C 2.922 1.429 -3.424
C 1.610 1.767 -3.110
C 0.776 0.854 -2.475
C 1.546 -0.091 -1.742
H 4.141 -1.904 -1.597
H 3.016 -1.641 -0.233
H 4.532 -0.655 -0.395
H 4.626 0.474 -2.552
H 3.472 2.074 -4.108
H 1.260 2.822 -3.403
H -0.258 1.021 -2.239
H 1.194 -0.693 -0.874
```

## Properties
DFT total energy in eV: -14774.1923
E_HOMO in eV: -8.7146
Spin multiplicity: 1
LUMO energy in eV: 0.89
SMILES: Cc1ccccc1.Cc1ccccc1

Atomic partial charges in e from the Mulliken method, atoms 1 to 5: C -1.488; C 1.052; C -0.941; C 0.106; C -0.771